Density functional theory data (the ωB97M-V functional and the def2-TZVPD basis) for a structure of composition C33H45FeN5O.

XYZ file:
```
85
Properties=species:S:1:pos:R:3:mulliken_spin:R:1
Fe 0.27538 0.06648 0.04423 3.638
N 1.83912 1.06605 0.18334 0.358
N 1.85246 -0.40521 -2.55144 0.001
C -1.98125 0.05783 -0.48927 0.095
C -1.57174 1.09722 -1.36092 0.007
C -0.97962 2.13342 -0.57219 0.019
C -0.47170 3.41178 -1.15039 0.008
H -0.38364 3.34320 -2.24547 0.001
H 0.51592 3.67688 -0.75096 0.004
H -1.16680 4.23196 -0.91889 0.003
C -1.05823 1.76273 0.80335 0.110
C -0.82822 2.65747 1.97061 -0.041
H -1.57535 3.45362 2.02353 -0.002
H 0.14533 3.15499 1.92164 0.018
H -0.88690 2.07844 2.89700 0.001
C -1.61911 0.42349 0.87067 -0.035
C -1.76187 -0.47880 2.03780 0.070
H -0.82990 -0.47842 2.62450 0.002
H -1.94033 -1.51196 1.69576 -0.004
H -2.57864 -0.15458 2.69024 -0.001
C -1.77095 1.11424 -2.84215 -0.038
H -1.99563 2.11915 -3.20344 0.003
H -2.58146 0.44132 -3.13801 0.002
H -0.87042 0.76968 -3.37047 0.012
C -2.79489 -1.13224 -0.85453 -0.005
H -2.24157 -2.04293 -0.59830 0.005
H -2.99598 -1.17601 -1.93244 0.003
H -3.75291 -1.16163 -0.31205 0.002
C 2.33970 1.64355 1.32785 0.201
H 1.64115 2.06963 2.06036 -0.019
C 3.69495 1.69273 1.61800 -0.158
H 4.06875 2.19113 2.51050 -0.002
C 4.60548 1.08734 0.73002 0.369
H 5.66120 0.94407 0.94453 0.039
C 4.12231 0.69426 -0.49778 -0.191
H 4.74852 0.25903 -1.28618 0.003
C 2.78223 0.97921 -0.85631 0.419
C 2.45815 0.80301 -2.26715 0.116
H 2.36786 1.63325 -2.98133 0.019
C 0.98067 -1.05301 -1.62533 -0.031
C 2.09360 -1.24518 -3.67295 -0.017
H 2.76689 -0.97449 -4.46846 -0.003
C 1.44123 -2.39178 -3.43972 0.059
H 1.40287 -3.29566 -4.02922 0.002
N 0.62929 -2.20298 -2.30560 -0.066
C -0.44658 -3.12089 -2.06806 0.004
C -1.26995 -3.46792 -3.16289 -0.015
C -2.18938 -4.52344 -3.01969 0.002
H -2.79228 -4.80061 -3.88863 0.000
C -2.34503 -5.19460 -1.80580 -0.003
C -3.35522 -6.30465 -1.68888 0.000
H -3.99032 -6.13013 -0.81456 0.000
H -2.89596 -7.29111 -1.56297 0.000
H -3.98692 -6.32641 -2.57957 0.000
C -1.53886 -4.83264 -0.73043 -0.001
H -1.64137 -5.36308 0.22208 0.001
C -0.59768 -3.79414 -0.84547 -0.023
C 0.27888 -3.46203 0.31630 -0.009
H 1.27975 -3.90894 0.20506 -0.003
H -0.17593 -3.84068 1.24776 0.002
H 0.41438 -2.36829 0.41005 0.142
C -1.22002 -2.75520 -4.47237 0.001
H -0.31799 -2.99366 -5.05227 -0.002
H -1.31121 -1.65871 -4.39443 0.001
H -2.06951 -3.10504 -5.07035 0.000
C 2.43221 -2.15936 3.38361 -0.018
N 2.47995 -1.23850 4.49964 0.004
C 3.64495 -1.33807 5.36023 0.006
C 1.77661 -0.06681 4.34907 -0.019
O 1.08330 0.14261 3.33648 -0.064
N 1.92224 0.85652 5.37167 0.005
C 1.89224 0.43297 6.75921 0.000
C 1.43066 2.19770 5.13374 -0.007
H 2.93091 -3.08232 3.69954 -0.001
H 2.93788 -1.75200 2.49194 0.023
H 1.38957 -2.36398 3.12617 -0.005
H 4.18540 -0.38152 5.44079 -0.002
H 3.36778 -1.66688 6.37289 0.000
H 4.31321 -2.09023 4.93021 -0.003
H 2.85618 0.62965 7.24638 0.000
H 1.11274 0.99631 7.29119 0.000
H 1.66116 -0.63685 6.83316 0.000
H 1.76481 2.54790 4.15503 0.011
H 0.33290 2.24658 5.17852 -0.001
H 1.85628 2.85022 5.90631 0.000
```

Summary:
⟨S²⟩: 8.809
Energy above the lowest of the compared OMol25 structures with the same formula, charge and spin, eV: 0.000
2S+1: 6
Total charge: -1
E_LUMO (alpha / beta), eV: 2.494 / 2.485
Energy, Eh: -2897.04968

Density functional theory data (the ωB97M-V functional and the def2-TZVPD basis) for a structure of composition C33H45N2OP3Ru.

XYZ file:
```
85
Properties=species:S:1:pos:R:3:mulliken_spin:R:1
Ru -0.17656 -0.99889 -1.53042 2.513
P 2.30474 -1.12189 -1.69762 0.011
P -2.65716 -0.87179 -1.31892 0.022
N -0.21806 0.05731 -2.97192 0.698
H 1.26104 -3.53669 0.74238 0.007
C 3.06914 -2.60269 -2.52542 -0.003
H 4.17284 -2.54669 -2.54912 -0.002
H 2.68484 -2.66869 -3.55752 0.002
H 2.76304 -3.51489 -1.98502 0.001
C 3.24524 -1.07259 -0.10442 -0.036
H 4.32424 -1.25029 -0.25932 0.001
H 2.84064 -1.83929 0.57718 0.004
H 3.09714 -0.08329 0.35888 0.011
C 3.03854 0.27461 -2.65092 -0.005
H 4.14024 0.28161 -2.57792 0.001
H 2.62854 1.21811 -2.25522 0.005
H 2.73534 0.18351 -3.70672 -0.002
C -3.69436 -2.24329 -2.02772 -0.009
H -4.77656 -2.04659 -1.92002 -0.002
H -3.44226 -3.18639 -1.51402 0.005
H -3.44856 -2.35659 -3.09732 0.005
C -3.32766 -0.75679 0.40158 -0.032
H -4.43206 -0.75009 0.41398 0.000
H -2.94756 0.16851 0.86558 0.011
H -2.95666 -1.61549 0.98578 0.004
C -3.36516 0.61631 -2.14522 -0.011
H -4.44536 0.72101 -1.94212 0.001
H -3.19496 0.53191 -3.23102 -0.002
H -2.82426 1.50431 -1.77962 0.004
C -0.19306 0.86551 -4.07382 -0.135
C -0.15156 1.17321 -6.49882 -0.099
C -0.18016 0.32541 -5.38692 0.190
C -0.17666 2.27761 -3.91632 0.197
C -0.14736 3.11141 -5.03682 -0.087
C -0.13466 2.56801 -6.33302 0.172
H -0.14186 0.74241 -7.50632 -0.004
H -0.19296 -0.76279 -5.50422 0.001
H -0.18556 2.68551 -2.90092 0.011
H -0.13406 4.19851 -4.89972 -0.004
H -0.11186 3.22671 -7.20732 0.014
C 0.18144 -3.60609 0.47748 -0.034
O -0.14116 -2.52059 -0.34872 0.030
C -0.04126 -4.92119 -0.28122 0.005
H -0.47706 -5.67929 0.39398 -0.001
H 0.90984 -5.31539 -0.68062 -0.001
H -0.73826 -4.76269 -1.12172 0.003
C -0.64006 -3.52959 1.76958 0.009
H -1.59096 -4.08129 1.66538 -0.002
H -0.86726 -2.47669 2.01318 -0.005
H -0.07186 -3.95749 2.61148 0.001
N 0.03684 0.60381 -0.04462 0.512
P 0.08654 0.90721 1.58508 -0.091
C 1.59924 1.93501 1.87708 0.043
C 1.95384 2.27261 3.19428 -0.004
C 3.09854 3.03061 3.44918 0.003
C 3.89664 3.46551 2.39018 -0.001
C 3.54854 3.14271 1.07568 0.002
C 2.40304 2.38041 0.81908 0.010
C -1.28616 2.09191 1.98638 0.046
C -1.51316 2.48131 3.31808 -0.009
C -2.54856 3.36481 3.63388 0.003
C -3.36066 3.87801 2.62128 -0.001
C -3.13126 3.51301 1.29278 0.002
C -2.09546 2.62711 0.97848 0.022
C 0.19894 -0.45429 2.82988 -0.005
C -0.87516 -0.70779 3.70588 -0.002
C -0.75506 -1.67369 4.71168 0.000
C 0.44164 -2.37849 4.86708 -0.001
C 1.51984 -2.11439 4.01978 0.001
C 1.39894 -1.15319 3.01178 -0.004
H 1.35804 1.93481 4.02998 0.001
H 3.36704 3.27651 4.46898 0.000
H 4.78434 4.05161 2.58948 0.000
H 4.16684 3.48181 0.25568 0.000
H 2.14664 2.14231 -0.20062 0.005
H -0.90226 2.09381 4.12018 0.001
H -2.72146 3.64831 4.66418 0.000
H -4.16356 4.56141 2.86658 0.000
H -3.75476 3.91701 0.50598 0.000
H -1.91786 2.36291 -0.04592 0.007
H -1.80746 -0.17049 3.61038 0.001
H -1.58716 -1.87159 5.37468 0.000
H 0.53654 -3.12129 5.64848 0.000
H 2.45414 -2.64509 4.15138 0.000
H 2.25184 -0.92939 2.40488 -0.003
```

Summary:
⟨S²⟩: 6.063
2S+1: 5
Total charge: 0
E_LUMO (alpha / beta), eV: 0.610 / -0.253
Energy, Eh: -2588.05863

Density functional theory data (the ωB97M-V functional and the def2-TZVPD basis) for a cluster of 8 separate species, C33H45N4O24P in total.

XYZ file:
```
107
Properties=species:S:1:pos:R:3:mulliken_charge:R:1
N 2.32455 3.94431 3.39198 -0.832
P 3.27440 2.93783 2.68665 0.802
O 3.77187 3.29674 1.20385 -0.425
O 4.62915 2.70999 3.48529 -0.537
C 2.45812 1.32788 2.50705 0.475
C 1.34791 1.03707 3.31733 -0.772
N 0.68174 -0.08046 3.22969 -0.296
C 1.11645 -0.95644 2.28199 0.725
C 0.42407 -2.18958 2.09826 -0.298
C -0.81808 -2.49048 2.88216 -1.189
C -2.07742 -2.05634 2.10337 0.041
C -2.21030 -0.55447 1.87753 -0.671
C -3.64651 -0.17021 1.50337 -0.278
N -3.92464 1.24237 1.82291 -0.634
C 0.90942 -3.08710 1.18325 0.122
C 2.04960 -2.82577 0.39819 -0.918
C 2.69586 -1.63148 0.54139 0.394
O 3.78153 -1.31952 -0.23987 -0.604
C 2.24789 -0.67101 1.48830 -0.020
N 2.92817 0.49556 1.61359 -0.525
H 2.16127 4.74869 2.79706 0.226
H 3.07480 2.97966 0.61134 0.325
H 4.52265 3.23773 4.28990 0.339
H 1.02629 1.77591 4.03413 0.526
H -0.81612 -1.97366 3.83397 0.475
H -0.90764 -3.56140 3.04718 0.195
H -2.94926 -2.37025 2.67098 0.216
H -2.10570 -2.53281 1.12835 0.293
H -1.96492 0.01448 2.76953 0.361
H -1.57565 -0.20951 1.06479 0.190
H -4.33663 -0.83199 2.03292 0.250
H -3.80508 -0.29860 0.43712 0.174
H -3.39549 1.53563 2.63475 0.234
H -4.89818 1.33379 2.08222 0.245
H 0.42291 -4.03876 1.03429 0.479
H 2.41952 -3.54815 -0.30785 0.515
H 4.57514 -1.73592 0.11348 0.312
O 1.34394 6.15243 -2.92523 -0.650
C 2.45097 5.97149 -2.52194 0.739
O 2.94523 6.49123 -1.38134 -0.350
C 4.22704 5.88933 -1.13222 0.009
C 4.64442 5.45100 -2.51811 -0.040
O 3.37960 5.22965 -3.16090 -0.350
H 4.90698 6.61107 -0.68836 0.337
H 4.09808 5.05402 -0.44537 -0.054
H 5.17999 6.23038 -3.06244 -0.006
H 5.24031 4.54262 -2.51849 0.332
O -4.34022 -3.02386 -0.18537 -0.553
C -5.11566 -3.54418 0.54794 0.638
O -6.45541 -3.57307 0.36979 -0.349
C -7.00932 -4.49005 1.32558 -0.316
C -5.95892 -4.49993 2.41483 -0.403
O -4.76569 -4.19537 1.68111 -0.174
H -7.97975 -4.14403 1.67104 0.361
H -7.12434 -5.46470 0.84698 0.196
H -6.12026 -3.72168 3.16270 0.245
H -5.86324 -5.46019 2.91492 0.328
O -4.83425 5.12962 -2.79569 -0.522
C -3.71650 5.11465 -3.19307 0.651
O -2.61925 4.95487 -2.41885 -0.332
C -1.48380 4.76632 -3.27530 0.119
C -1.94219 5.42146 -4.55828 -0.329
O -3.36360 5.26215 -4.49616 -0.354
H -0.59559 5.23367 -2.85966 0.001
H -1.31007 3.69439 -3.39600 0.247
H -1.70718 6.48702 -4.58710 0.267
H -1.54637 4.94340 -5.45059 0.310
O -7.10026 -7.34258 -1.42196 -0.539
C -6.87625 -6.48421 -2.21221 0.677
O -5.69547 -5.83008 -2.32051 -0.318
C -5.73492 -5.02790 -3.50597 -0.261
C -7.22138 -4.83476 -3.71270 -0.293
O -7.76715 -6.01743 -3.11530 -0.343
H -5.19682 -4.09666 -3.34994 0.264
H -5.26710 -5.58373 -4.32049 0.270
H -7.60688 -3.96310 -3.18171 0.250
H -7.50567 -4.77181 -4.75958 0.300
O 7.25110 8.70151 -3.97780 -0.526
C 6.30379 8.78136 -4.68622 0.704
O 5.63266 7.71513 -5.19274 -0.324
C 4.42104 8.19350 -5.79082 -0.198
C 4.76530 9.63505 -6.10133 -0.352
O 5.73625 9.93933 -5.09479 -0.333
H 4.17741 7.60845 -6.67334 0.322
H 3.60979 8.10318 -5.06581 0.160
H 5.22734 9.75297 -7.08288 0.247
H 3.91441 10.30624 -6.02313 0.312
O 6.05156 -3.78209 0.89752 -0.509
C 6.35860 -3.29190 1.93537 0.601
O 7.57896 -3.39198 2.50701 -0.350
C 7.63089 -2.48295 3.61279 -0.343
C 6.16636 -2.31742 3.96294 -0.298
O 5.52866 -2.54851 2.70220 -0.207
H 8.22289 -2.90205 4.42173 0.304
H 8.08805 -1.55043 3.27806 0.261
H 5.81642 -3.06659 4.67470 0.266
H 5.92258 -1.32657 4.33685 0.285
O -2.10295 -6.68043 5.09977 -0.543
C -2.07636 -6.74071 3.91624 0.683
O -3.17074 -6.85120 3.12364 -0.360
C -2.75937 -6.65865 1.76517 0.237
C -1.29274 -7.02767 1.81381 -0.337
O -0.94657 -6.70660 3.16597 -0.348
H -3.33821 -7.29239 1.09729 0.383
H -2.91852 -5.61567 1.49669 -0.196
H -1.11991 -8.09262 1.64788 0.284
H -0.68349 -6.45548 1.11881 0.253
```

Summary:
SMILES: N=P(O)(O)c1cnc2c(CCCCN)ccc(O)c2n1.O=C1OCCO1.O=C1OCCO1.O=C1OCCO1.O=C1OCCO1.O=C1OCCO1.O=C1OCCO1.O=C1OCCO1
Total charge: 0
E_LUMO, eV: -0.515
Energy, Eh: -3650.75784